(1)
DFT (ωB97M-V/def2-TZVPD) results for a 2-piece molecular cluster, C4H4N4O3 overall.

Geometry (Å):
O  1.2243  1.4410  0.8101
C  0.2341  0.8122  0.5697
N  0.1178  -0.5194  0.8055
C  -0.9198  -1.1725  0.3958
O  -0.8473  -2.4903  0.5359
C  -2.1142  -0.5570  -0.0884
C  -1.9968  0.7539  -0.3346
N  -0.8831  1.4356  0.0300
H  -0.1671  -2.7152  1.1658
H  -2.8447  -1.0851  -0.5627
H  -2.9559  1.1805  -0.4904
H  -0.6899  2.3845  -0.2667
N  3.7994  -0.8853  -0.5160
N  3.9779  0.1569  -0.8521
O  4.0652  1.2602  -1.2019

Forces on atoms 1 to 3 (eV/Å):
0.998 0.950 0.091
-0.270 -0.578 0.236
0.169 -0.519 -0.061

* structure (SMILES): O=c1nc(O)cc[nH]1.N#[N+][O-]
* electronic energy: -599.5260 a.u.
* spin multiplicity: 1
* energy relative to the best compared isomer or geometry (same formula, charge and spin): 45.1 kJ/mol
* LUMO energy: 0.38 eV
* Kohn-Sham gap: 0.3617 hartree

Löwdin atomic charge list, values in e, 8 entries: atom 1 (O): 0.07, atom 2 (C): -0.57, atom 3 (N): 0.20, atom 4 (C): -0.38, atom 5 (O): 0.11, atom 6 (C): 0.01, atom 7 (C): -0.07, atom 8 (N): 0.14

(2)
DFT (ωB97M-V/def2-TZVPD) results for an isolated molecule of C4H4N4O3.

Geometry (Å):
C  -1.4217  -1.3452  0.7664
C  0.4573  -1.2354  -0.1367
C  0.0952  0.0831  0.1561
C  2.4463  -0.5592  -0.8817
N  -0.5627  -2.0831  0.1616
N  -1.1540  -0.0660  0.6260
N  0.8199  1.0546  -0.1810
N  2.9849  -0.1311  0.3203
O  4.1103  0.3190  0.2968
O  2.2892  -0.4090  1.2508
O  1.5178  -1.4614  -0.9546
H  -2.3455  -1.7275  1.0006
H  3.3004  -0.7339  -1.7071
H  -1.7930  0.7189  0.9865
H  0.3793  1.9083  -0.2965

Forces on atoms 1 to 3 (eV/Å):
-0.277 -1.003 -1.505
-0.367 -1.278 -0.524
0.189 -0.311 -0.892

* electronic energy: -599.3278 a.u.
* spin multiplicity: 1
* energy relative to the best compared isomer or geometry (same formula, charge and spin): 565.5 kJ/mol
* LUMO energy (spin up / spin down): -0.84 / -1.01 eV
* Kohn-Sham gap (spin up / spin down): 0.2635 / 0.2673 hartree

Löwdin atomic charge list, values in e, 8 entries: atom 1 (C): -0.19, atom 2 (C): -0.24, atom 3 (C): -0.41, atom 4 (C): -0.10, atom 5 (N): 0.17, atom 6 (N): 0.13, atom 7 (N): 0.22, atom 8 (N): -0.44

(3)
DFT (ωB97M-V/def2-TZVPD) results for an isolated molecule of C4H4N4O4.

Geometry (Å):
C  -1.6079  2.0361  -0.6160
C  -0.8184  1.6789  0.8671
C  1.8521  -0.7989  0.1339
C  -0.3753  -0.5229  0.3390
N  -1.5281  1.1855  -1.4590
N  -0.3034  0.5363  1.0310
N  2.8431  -1.4504  -0.5334
N  -1.7549  -1.1504  0.1790
O  2.1314  0.0676  0.8760
O  -1.7393  -2.2551  -0.3382
O  -2.7411  -0.5815  0.5883
O  0.6101  -1.3096  -0.1227
H  -1.9617  3.0378  -0.6246
H  -0.8370  2.4620  1.6703
H  3.6135  -0.7652  -0.7103
H  2.6169  -2.1703  -1.2802

Forces on atoms 1 to 3 (eV/Å):
1.805 -0.748 1.867
-0.277 0.520 0.082
1.808 -1.534 -1.109

* electronic energy: -674.5772 a.u.
* spin multiplicity: 1
* energy relative to the best compared isomer or geometry (same formula, charge and spin): 765.8 kJ/mol
* LUMO energy (spin up / spin down): -1.23 / -1.24 eV
* Kohn-Sham gap (spin up / spin down): 0.2893 / 0.2502 hartree

Löwdin atomic charge list, values in e, 8 entries: atom 1 (C): -0.24, atom 2 (C): 0.04, atom 3 (C): -0.61, atom 4 (C): -0.24, atom 5 (N): 0.13, atom 6 (N): 0.13, atom 7 (N): 0.16, atom 8 (N): -0.32

(4)
DFT (ωB97M-V/def2-TZVPD) results for an isolated ion of composition C4H4N5O and charge +1.

Geometry (Å):
C  -0.8721  -1.8429  -1.2290
C  0.3562  -1.4272  -1.2941
C  -0.4815  0.4354  0.6864
C  0.6188  1.4156  0.8353
N  2.4062  -0.5161  -2.0165
N  -1.4351  -0.1961  0.4094
N  1.4863  -1.0845  -1.6566
N  -1.7718  -1.2001  -0.3587
N  0.6077  2.1936  1.9138
O  1.5422  1.3196  0.0804
H  -1.4083  -2.6192  -1.8240
H  -2.6704  -1.5223  -0.2427
H  0.0487  2.5099  2.6591
H  1.5732  2.5343  2.0371

Forces on atoms 1 to 3 (eV/Å):
-3.348 -0.871 0.248
2.244 0.410 -0.526
0.355 0.557 0.307

* total charge: +1
* electronic energy: -503.3102 a.u.
* expectation value of S²: 2.064
* spin multiplicity: 3
* LUMO energy (spin up / spin down): -5.54 / -6.64 eV
* Kohn-Sham gap (spin up / spin down): 0.2012 / 0.2727 hartree

Löwdin atomic charge list, values in e, 8 entries: atom 1 (C): -0.05, atom 2 (C): 0.01, atom 3 (C): 0.21, atom 4 (C): -0.54, atom 5 (N): 0.29, atom 6 (N): 0.16, atom 7 (N): -0.03, atom 8 (N): 0.05

(5)
DFT (ωB97M-V/def2-TZVPD) results for a 2-piece molecular cluster, C4H4NO2 overall.

Geometry (Å):
C  -2.8561  0.5741  1.3672
C  1.2874  -1.2936  -0.3397
C  1.3059  -0.2321  -1.2453
C  1.1672  1.0574  -0.7818
N  -1.7492  0.4383  1.0771
O  1.2062  2.1444  -0.5180
O  -0.6077  0.2047  0.8825
H  -3.7850  0.6985  1.8018
H  1.2443  -2.2834  -0.5911
H  1.2114  -1.0839  0.6122
H  1.5756  -0.2243  -2.2648

Forces on atoms 1 to 3 (eV/Å):
2.224 -0.143 -0.855
-0.102 3.414 -5.334
0.172 -2.452 2.195

* total charge: +1
* electronic energy: -359.6087 a.u.
* spin multiplicity: 1
* energy relative to the best compared isomer or geometry (same formula, charge and spin): 61.9 kJ/mol
* LUMO energy: -6.18 eV
* Kohn-Sham gap: 0.2993 hartree

Löwdin atomic charge list, values in e, 8 entries: atom 1 (C): 0.23, atom 2 (C): 0.26, atom 3 (C): 0.00, atom 4 (C): -0.03, atom 5 (N): -0.17, atom 6 (O): 0.39, atom 7 (O): -0.01, atom 8 (H): 0.08

(6)
DFT (ωB97M-V/def2-TZVPD) results for a 2-piece molecular cluster, C4H4NO3PS overall.

Geometry (Å):
C  -1.0296  -0.6983  -0.5998
C  -2.2709  -0.3017  -0.0345
C  0.0957  0.0669  -0.3012
C  -2.5391  0.9620  0.3525
N  0.1432  1.2785  0.1490
O  3.5716  0.8590  -0.6089
O  3.0457  -0.3825  1.5907
O  3.2610  -1.6748  -0.6065
P  3.1787  -0.3702  0.1141
S  -1.2980  2.1976  0.0035
H  -0.9124  -1.7222  -0.9299
H  -3.0190  -1.0713  0.1734
H  1.1099  -0.3989  -0.3233
H  -3.3368  1.2558  1.0210

Forces on atoms 1 to 3 (eV/Å):
-0.541 -0.641 -0.603
-0.220 -0.099 -0.114
0.805 0.315 0.239

* total charge: -2
* electronic energy: -1174.8726 a.u.
* spin multiplicity: 1
* energy relative to the best compared isomer or geometry (same formula, charge and spin): 0.0 kJ/mol
* LUMO energy: 5.76 eV
* Kohn-Sham gap: 0.1741 hartree

Löwdin atomic charge list, values in e, 8 entries: atom 1 (C): -0.21, atom 2 (C): -0.31, atom 3 (C): -0.38, atom 4 (C): -0.53, atom 5 (N): -0.36, atom 6 (O): -0.39, atom 7 (O): -0.39, atom 8 (O): -0.41